Here is a single C2H5ClS molecule from OMol25. Energies are from wB97M-V/def2-TZVPD.

```
! RIJCOSX wB97M-V def2-TZVPD def2/J DEFGRID3
* xyz 0 1
C -0.406 -0.981 -1.258
C 0.735 -0.284 -1.900
H -0.188 -1.839 -0.633
H -1.345 -1.039 -1.800
H 1.736 -0.664 -1.716
H 0.589 0.139 -2.889
H 0.292 -0.349 2.979
S -0.018 0.628 -0.536
Cl -0.163 0.076 1.858
*
```

## Properties
Energy above the lowest of the compared OMol25 structures with the same formula, charge and spin   1.2224 eV

---

Here is 2 unconnected molecules or ions with the total composition C2H5F2NOS from OMol25. Energies are from wB97M-V/def2-TZVPD.

```
! RIJCOSX wB97M-V def2-TZVPD def2/J DEFGRID3
* xyz 0 1
C 1.656 -0.985 1.755
C 0.942 -0.240 0.651
N -2.877 0.771 -1.499
O -2.006 1.927 -3.561
F 0.317 -1.102 -0.195
F 1.823 0.449 -0.120
S -1.708 1.107 -2.400
H 2.230 -0.282 2.352
H 0.927 -1.483 2.391
H 2.325 -1.723 1.317
H 0.186 0.475 1.007
H -3.815 1.087 -1.697
*
```

## Properties
Energy above the lowest of the compared OMol25 structures with the same formula, charge and spin   0.0000 eV

---

Here is 2 unconnected molecules or ions with the total composition C2H5F2NOS from OMol25. Energies are from wB97M-V/def2-TZVPD.

```
! RIJCOSX wB97M-V def2-TZVPD def2/J DEFGRID3
* xyz 0 1
C 1.738 0.541 0.998
C 0.967 0.156 -0.243
N -2.138 -1.080 -0.590
O -2.384 1.488 -0.305
F 1.320 0.756 -1.373
F 0.926 -1.198 -0.559
S -1.724 0.349 0.269
H 2.686 0.866 0.704
H 1.032 1.180 1.557
H 1.756 -0.324 1.558
H -1.462 -1.761 -0.556
H -2.717 -0.972 -1.459
*
```

## Properties
Energy above the lowest of the compared OMol25 structures with the same formula, charge and spin   2.2865 eV

---

Here is a molecular structure, C2H5FIN from OMol25. Energies are from wB97M-V/def2-TZVPD.

```
! RIJCOSX wB97M-V def2-TZVPD def2/J DEFGRID3
* xyz 0 1
C -0.215 0.052 -1.226
C -1.903 1.158 0.162
N -0.789 1.052 -0.596
F -2.362 2.406 0.386
I -3.349 -0.359 -0.030
H -0.796 -0.933 -1.153
H 0.785 0.049 -1.491
H 0.373 1.127 1.841
H 0.195 0.469 2.210
H -0.189 1.828 -0.408
*
```

## Properties
Energy above the lowest of the compared OMol25 structures with the same formula, charge and spin   3.7177 eV

---

Here is a single C2H5FN2O molecule from OMol25. Energies are from wB97M-V/def2-TZVPD.

```
! RIJCOSX wB97M-V def2-TZVPD def2/J DEFGRID3
* xyz 0 1
H -0.641 1.931 0.199
N 0.093 1.315 0.267
C 0.039 0.014 0.160
C -1.333 -0.732 0.206
F -2.238 0.146 -0.460
N 1.208 -0.687 0.311
O 2.392 -0.038 -0.433
H -1.331 -0.387 1.435
H -1.410 -1.994 -0.026
H 0.904 -1.639 -0.293
H 2.144 1.003 0.041
*
```

## Properties
Energy above the lowest of the compared OMol25 structures with the same formula, charge and spin   4.8460 eV
SMILES string   [H]/N=C(\CF)NO

---

Here is a single C2H5FN2O molecule from OMol25. Energies are from wB97M-V/def2-TZVPD.

```
! RIJCOSX wB97M-V def2-TZVPD def2/J DEFGRID3
* xyz 0 1
H 1.577 -1.661 -0.059
N 1.717 -0.715 -0.061
C 0.545 -0.244 -0.019
C 0.532 1.177 0.280
F -0.541 1.567 -0.488
N -0.610 -0.838 -0.453
O -1.757 -0.584 0.339
H 1.583 1.628 -0.076
H 0.070 1.292 1.363
H -0.900 -1.927 -0.785
H -2.217 0.304 -0.039
*
```

## Properties
Energy above the lowest of the compared OMol25 structures with the same formula, charge and spin   3.6933 eV
SMILES string   [H]/N=C(/CF)NO

---

Here is 2 unconnected molecules or ions with the total composition C2H5FO from OMol25. Energies are from wB97M-V/def2-TZVPD.

```
! RIJCOSX wB97M-V def2-TZVPD def2/J DEFGRID3
* xyz 0 1
C 0.511 0.779 -0.968
C -0.984 -0.203 1.367
O -1.179 -1.294 0.623
F 0.150 -0.374 2.076
H 0.532 1.092 -0.006
H 0.774 1.702 -1.375
H -0.462 0.443 -1.215
H 1.100 -0.107 -1.267
H -0.442 -2.038 0.764
*
```

## Properties
Energy above the lowest of the compared OMol25 structures with the same formula, charge and spin   2.2868 eV

---

Here is 2 unconnected molecules or ions with the total composition C2H5FO2S from OMol25. Energies are from wB97M-V/def2-TZVPD.

```
! RIJCOSX wB97M-V def2-TZVPD def2/J DEFGRID3
* xyz 0 1
C -0.558 -1.968 -0.672
C -0.748 -1.609 0.612
O 0.710 3.077 0.577
O -0.081 1.675 -1.407
F 1.781 1.050 0.063
S 0.204 1.628 -0.007
H 1.509 3.299 1.078
H -1.360 -1.853 -1.461
H 0.319 -2.418 -1.025
H -1.702 -1.149 0.870
H -0.073 -1.732 1.373
*
```

## Properties
Energy above the lowest of the compared OMol25 structures with the same formula, charge and spin   0.6250 eV

---

Here is 2 unconnected molecules or ions with the total composition C2H5FS from OMol25. Energies are from wB97M-V/def2-TZVPD.

```
! RIJCOSX wB97M-V def2-TZVPD def2/J DEFGRID3
* xyz 0 1
C 1.996 0.054 -0.297
C 0.970 0.601 0.299
F -0.274 0.569 -0.348
H 3.022 0.050 0.221
H 2.055 -0.478 -1.204
H 1.016 1.007 1.378
S -3.722 0.082 -0.030
H -3.397 -0.805 0.911
H -2.727 0.114 -0.966
*
```

## Properties
Energy above the lowest of the compared OMol25 structures with the same formula, charge and spin   1.2021 eV
SMILES string   C=CF.S

---

Here is 2 unconnected molecules or ions with the total composition C2H5FS2 from OMol25. Energies are from wB97M-V/def2-TZVPD.

```
! RIJCOSX wB97M-V def2-TZVPD def2/J DEFGRID3
* xyz 0 1
C 0.243 2.768 1.281
C -0.192 -3.159 -1.936
F -1.036 -3.312 -0.993
S 0.924 1.079 0.823
S -0.431 -0.229 1.306
H 0.634 3.650 0.768
H 0.357 2.859 2.356
H -0.822 2.798 1.018
H -0.387 -2.787 -2.881
H 0.710 -3.666 -1.742
*
```

## Properties
Energy above the lowest of the compared OMol25 structures with the same formula, charge and spin   2.9255 eV

---

Here is 2 unconnected molecules or ions with the total composition C2H5IN from OMol25. Energies are from wB97M-V/def2-TZVPD.

```
! RIJCOSX wB97M-V def2-TZVPD def2/J DEFGRID3
* xyz 1 1
C -0.637 -0.640 -0.421
C 0.284 -0.336 0.648
N -0.339 0.758 -0.070
I 3.176 0.039 0.018
H -0.286 -0.985 -1.385
H -1.631 -1.000 -0.166
H 0.220 -0.476 1.710
H 0.254 1.289 -0.714
H -1.042 1.351 0.380
*
```

## Properties
Energy above the lowest of the compared OMol25 structures with the same formula, charge and spin   2.6477 eV

---

Here is 2 unconnected molecules or ions with the total composition C2H5IN2 from OMol25. Energies are from wB97M-V/def2-TZVPD.

```
! RIJCOSX wB97M-V def2-TZVPD def2/J DEFGRID3
* xyz 0 1
C 1.307 -1.450 0.268
C 0.020 -0.726 -0.051
N -1.779 0.830 -0.071
N -1.024 -0.152 0.015
I 0.088 3.397 -0.830
H 1.585 -1.991 -0.634
H 2.007 -0.556 0.420
H 1.150 -1.978 1.273
H -0.574 2.035 -0.417
H -2.781 0.593 0.027
*
```

## Properties
Energy above the lowest of the compared OMol25 structures with the same formula, charge and spin   1.9689 eV

---

For reference, maximum force by record: 0.0620 0.0330 0.0820 0.0816 0.1167 0.0993 0.0685 0.0735 0.0648 0.0608 0.0649 0.0943 hartree/bohr.